This record from the Open Molecules 2025 dataset describes a structure of composition C4H7NO. The level of theory is ωB97M-V/def2-TZVPD.

Last column: Löwdin charge in e.
Cartesian coordinates (Å):
C 1.5312 -0.2842 -0.1934  -0.041
C 0.4653 0.4731 0.5697  -0.332
C -0.6854 1.0125 -0.3024  -0.027
C -1.2962 -0.3097 0.0755  -0.478
N -2.0908 -1.1381 -0.4287  0.164
O -0.4512 -0.5060 1.1481  0.001
H 2.0999 -0.9229 0.4901  0.086
H 2.2164 0.3970 -0.7049  0.085
H 1.0515 -0.9289 -0.9427  0.092
H 0.8641 1.1387 1.3383  0.142
H -1.2024 1.8515 0.1727  0.121
H -0.5033 1.2036 -1.3606  0.120
H -1.9991 -1.9867 0.1383  0.067

LUMO: 0.0363 hartree
HOMO: -10.0739 eV
net charge: 0
energy relative to the best compared isomer or geometry (same formula, charge and spin): 145.1 kJ/mol
multiplicity: 1
E_tot: -286.57640 Ha
orbital gap: 11.06 eV